DFT (the ωB97M-V functional and the def2-TZVPD basis) results for C5H5NO in the gas phase in a non-equilibrium geometry.

Results
Calculated total energy: -323.42483 a.u.
SMILES: C=Cc1cocn1
LUMO: 0.727 eV
Energy above the lowest of the compared OMol25 structures with the same formula, charge and spin: 59.5 kcal per mole
Strongest force on any atom: 0.1562 Eh/bohr
Frontier orbital gap: 0.34842 Ha
2S+1: 1

```
12
Properties=species:S:1:pos:R:3:lowdin_charge:R:1
O 1.792 0.782 0.103 0.05
N 0.717 -1.163 -0.123 0.14
C -1.663 -0.559 0.085 -0.15
C 0.501 1.067 0.075 -0.10
C -0.284 -0.066 0.015 -0.22
C 1.764 -0.573 -0.082 -0.28
C -2.699 0.326 -0.068 -0.01
H -3.678 -0.019 0.120 0.02
H 2.801 -1.037 -0.044 0.16
H -1.870 -1.704 0.506 0.17
H -2.517 1.465 -0.443 0.12
H 0.200 2.017 -0.258 0.11
```


DFT (the ωB97M-V functional and the def2-TZVPD basis) results for C5H5NO in the gas phase in a non-equilibrium geometry.

Results
Calculated total energy: -323.42748 a.u.
SMILES: CC1=CC(=O)C=N1
LUMO: -1.306 eV
Energy above the lowest of the compared OMol25 structures with the same formula, charge and spin: 57.9 kcal per mole
Strongest force on any atom: 0.1486 Eh/bohr
Frontier orbital gap: 0.30690 Ha
2S+1: 1

```
12
Properties=species:S:1:pos:R:3:lowdin_charge:R:1
O -1.585 -2.535 0.414 0.09
N 0.327 -0.232 -1.174 0.10
C -0.967 -1.514 0.085 -0.37
C -0.384 -1.286 -1.287 -0.02
C 0.859 1.629 0.260 -0.08
C 0.109 0.379 0.055 -0.34
C -0.629 -0.386 0.957 0.08
H 1.961 1.393 0.491 0.10
H 0.679 2.426 1.099 0.10
H -0.931 -0.178 1.871 0.07
H -0.298 -2.087 -2.029 0.13
H 0.858 2.390 -0.743 0.14
```


DFT (the ωB97M-V functional and the def2-TZVPD basis) results for a molecular structure, C5H5NO.

Results
Calculated total energy: -323.34697 a.u.
LUMO: -0.232 eV
Energy above the lowest of the compared OMol25 structures with the same formula, charge and spin: 108.4 kcal per mole
Strongest force on any atom: 0.0126 Eh/bohr
Frontier orbital gap: 0.29230 Ha
2S+1: 1

```
12
Properties=species:S:1:pos:R:3:lowdin_charge:R:1
O -2.199 -0.688 1.084 0.07
N 1.133 1.171 -1.464 0.08
C -0.250 0.582 -1.090 -0.08
C 1.408 -0.338 0.472 -0.05
C 1.574 0.565 -0.483 -0.14
C -0.052 -0.566 0.037 -0.24
C -1.049 -0.332 1.161 -0.24
H -0.612 0.132 -2.012 0.12
H -0.671 0.207 2.054 0.13
H -0.273 -1.552 -0.391 0.14
H 1.910 -0.564 1.394 0.09
H -0.919 1.383 -0.762 0.12
```


DFT (the ωB97M-V functional and the def2-TZVPD basis) results for C5H5NO in the gas phase in a non-equilibrium geometry.

Results
Calculated total energy: -323.40113 a.u.
SMILES: N#C[C@@H]1C[C@@H]1C=O
LUMO: 0.722 eV
Energy above the lowest of the compared OMol25 structures with the same formula, charge and spin: 74.4 kcal per mole
Strongest force on any atom: 0.0521 Eh/bohr
Frontier orbital gap: 0.37940 Ha
2S+1: 1

```
12
Properties=species:S:1:pos:R:3:lowdin_charge:R:1
O -1.754 -0.961 1.878 0.06
N -0.039 -1.901 -1.347 0.13
C 0.348 -0.806 -1.275 -0.22
C 0.568 0.556 -0.936 -0.21
C -1.191 -0.979 0.822 -0.14
C 1.031 0.828 0.464 -0.07
C -0.423 0.486 0.267 -0.13
H 0.622 1.314 -1.728 0.15
H 1.285 1.873 0.656 0.11
H 1.704 0.124 0.945 0.12
H -1.152 1.283 0.276 0.12
H -0.999 -1.816 -0.024 0.09
```


DFT (the ωB97M-V functional and the def2-TZVPD basis) results for C5H5NO in the gas phase in a non-equilibrium geometry.

Results
Calculated total energy: -323.43571 a.u.
SMILES: N#C/C=C/[C@H]1CO1
LUMO: 0.096 eV
Energy above the lowest of the compared OMol25 structures with the same formula, charge and spin: 52.7 kcal per mole
Strongest force on any atom: 0.0220 Eh/bohr
Frontier orbital gap: 0.39297 Ha
2S+1: 1

```
12
Properties=species:S:1:pos:R:3:lowdin_charge:R:1
O 0.532 -2.171 -0.122 -0.02
N 0.536 3.734 0.696 0.15
C -0.419 -1.537 -0.967 -0.12
C 0.406 0.206 0.765 -0.01
C 0.491 2.622 0.377 -0.22
C 0.259 1.267 -0.032 -0.09
C -0.225 -1.098 0.413 -0.30
H -0.168 1.155 -1.025 0.11
H -1.308 -2.111 -1.223 0.12
H 0.011 -0.963 -1.788 0.11
H -0.966 -1.410 1.153 0.15
H 0.853 0.306 1.754 0.13
```


DFT (the ωB97M-V functional and the def2-TZVPD basis) results for C5H5NO2 in the gas phase in a non-equilibrium geometry.

Results
Calculated total energy: -398.71778 a.u.
SMILES: O=c1ccccn1O
LUMO: 0.542 eV
Energy above the lowest of the compared OMol25 structures with the same formula, charge and spin: 38.1 kcal per mole
Strongest force on any atom: 0.0291 Eh/bohr
Frontier orbital gap: 0.33815 Ha
2S+1: 1

```
13
Properties=species:S:1:pos:R:3:lowdin_charge:R:1
O 2.048 1.354 0.011 0.03
O 2.105 -1.178 -0.016 0.05
N 0.903 -0.553 -0.058 -0.09
C 0.934 0.845 -0.016 -0.43
C -0.195 -1.314 -0.023 -0.05
C -0.379 1.433 -0.017 0.02
C -1.527 0.652 -0.010 -0.06
C -1.436 -0.767 -0.006 -0.08
H 2.726 -0.382 0.118 0.14
H -2.321 -1.353 0.133 0.10
H 0.010 -2.395 -0.010 0.15
H -2.492 1.135 -0.003 0.10
H -0.374 2.523 -0.104 0.12
```